(1)
Computed, not measured: C30H22N5PtSeTe as an isolated structure, with the ωB97M-V functional and the def2-TZVPD basis.

Geometry as XYZ:
```
60
Properties=species:S:1:pos:R:3:mulliken_charge:R:1
Pt -0.08 0.79 -0.28 -0.05
C -1.37 3.97 -2.79 -0.86
C -0.27 4.26 -3.61 -0.30
C 0.94 3.73 -3.27 -0.57
C 1.08 2.87 -2.14 0.30
N -0.05 2.45 -1.49 0.16
C -1.21 3.07 -1.77 0.16
N 2.32 2.61 -1.77 -0.54
C 2.67 1.85 -0.74 -0.12
N 1.88 1.05 0.03 -0.28
C 2.64 0.33 0.89 -0.11
N 2.26 -0.64 1.70 -0.49
C 1.02 -1.06 1.89 0.30
C 0.89 -2.07 2.89 -0.52
C -0.34 -2.44 3.36 -0.43
C -1.47 -1.83 2.80 -0.78
C -1.30 -0.95 1.76 0.34
N -0.11 -0.57 1.28 0.27
C 4.00 0.80 0.79 0.20
C 5.14 0.53 1.54 -0.21
C 6.30 1.22 1.23 -0.58
C 6.33 2.12 0.16 -0.49
C 5.21 2.38 -0.60 -0.24
C 4.02 1.74 -0.27 0.30
H -2.34 4.42 -2.95 0.42
H -0.38 4.90 -4.47 0.40
H 1.83 3.96 -3.82 0.45
H -2.05 2.84 -1.14 0.25
H 1.80 -2.49 3.29 0.46
H -0.44 -3.17 4.15 0.41
H -2.46 -2.04 3.16 0.45
H -2.17 -0.51 1.30 -0.07
H 5.10 -0.18 2.34 0.53
H 7.19 1.07 1.82 0.38
H 7.26 2.63 -0.06 0.38
H 5.23 3.07 -1.44 0.52
Te -2.23 -0.12 -1.55 -0.01
C -4.05 0.32 -0.50 -0.09
C -4.10 1.37 0.41 0.19
C -5.30 1.84 0.90 -0.76
C -6.49 1.26 0.49 -0.36
C -6.45 0.18 -0.38 -0.55
C -5.25 -0.29 -0.86 -0.52
H -3.17 1.83 0.73 0.33
H -5.30 2.68 1.58 0.35
H -7.44 1.64 0.85 0.35
H -7.37 -0.30 -0.68 0.34
H -5.22 -1.13 -1.55 0.36
Se 0.55 -1.57 -2.15 -0.40
C 0.38 -3.07 -0.99 0.13
C -0.87 -3.51 -0.57 -0.19
C -0.98 -4.65 0.20 -0.61
C 0.15 -5.37 0.54 -0.47
C 1.40 -4.92 0.14 -0.49
C 1.52 -3.78 -0.62 -0.32
H -1.75 -2.95 -0.84 0.18
H -1.96 -4.99 0.51 0.39
H 0.06 -6.28 1.13 0.36
H 2.29 -5.48 0.41 0.35
H 2.49 -3.43 -0.94 0.38
```

## Properties
Energy (hartree): -4219.0686
HOMO-LUMO gap (eV): 4.08
Maximum force (eV Å⁻¹): 3.68
Total charge: -1
HOMO (eV): -2.92
LUMO (eV): 1.16

(2)
Computed, not measured: C30H23BBrF4N3O3Rh as an isolated structure, with the ωB97M-V functional and the def2-TZVPD basis.

Geometry as XYZ:
```
66
Properties=species:S:1:pos:R:3:mulliken_spin:R:1
Rh -0.12 -0.35 0.06 1.47
Br 4.88 -0.25 -5.36 0.08
C 3.43 -0.49 -4.23 0.25
C 2.40 -1.33 -4.63 0.07
C 1.34 -1.49 -3.76 0.16
C 1.28 -0.82 -2.51 0.15
O 0.25 -1.03 -1.79 0.30
C 2.38 0.06 -2.10 0.09
C 2.44 0.77 -0.88 0.50
N 1.46 0.78 0.11 0.25
C 1.64 1.45 1.31 -0.09
C 2.70 2.25 1.67 0.20
C 2.73 2.87 2.93 -0.05
C 1.72 2.71 3.84 0.15
C 0.61 1.89 3.50 -0.03
C -0.50 1.68 4.35 0.02
C -1.54 0.89 3.93 -0.02
C -1.48 0.31 2.66 0.02
N -0.46 0.50 1.85 0.01
C 0.59 1.28 2.25 0.04
C 3.43 0.19 -2.98 0.25
H 2.43 -1.84 -5.58 0.01
H 0.52 -2.15 -4.00 0.01
H 3.36 1.31 -0.69 0.01
H 3.53 2.41 0.99 0.00
H 3.58 3.50 3.18 0.00
H 1.75 3.19 4.81 0.01
H -0.50 2.13 5.33 0.00
H -2.40 0.72 4.55 0.00
H -2.27 -0.34 2.29 0.00
H 4.27 0.81 -2.72 0.01
C -3.62 -4.01 -3.86 0.00
O -3.37 -3.82 -2.47 0.00
C -2.21 -4.31 -1.96 -0.01
C -1.19 -4.80 -2.75 0.00
C -0.07 -5.38 -2.17 0.00
C 0.04 -5.47 -0.79 0.00
C -0.97 -4.96 0.00 0.00
C -2.09 -4.37 -0.57 0.00
N -3.18 -4.02 0.28 0.01
C -4.11 -3.14 0.10 -0.01
C -4.03 -1.95 -0.67 0.01
C -5.20 -1.54 -1.35 0.00
C -5.20 -0.45 -2.17 0.01
C -4.03 0.31 -2.28 0.01
C -2.90 -0.02 -1.56 0.06
C -2.86 -1.14 -0.72 0.02
O -1.85 -1.34 0.10 -0.01
H -4.64 -3.68 -4.03 0.00
H -3.53 -5.06 -4.13 0.00
H -2.94 -3.41 -4.47 0.00
H -1.27 -4.75 -3.83 0.00
H 0.72 -5.78 -2.80 0.00
H 0.91 -5.92 -0.33 0.00
H -0.88 -4.99 1.08 0.00
H -3.30 -4.64 1.07 0.00
H -5.06 -3.38 0.59 0.00
H -6.09 -2.15 -1.26 0.00
H -6.09 -0.17 -2.72 0.00
H -4.02 1.18 -2.92 0.00
H -2.03 0.63 -1.59 -0.07
F 3.18 -1.11 1.45 0.00
B 2.44 -2.18 0.95 0.04
F 2.71 -3.37 1.58 0.00
F 2.55 -2.26 -0.45 0.00
F 0.99 -1.87 1.25 0.05
```

## Properties
Energy (hartree): -4655.7944
Spin multiplicity: 5
HOMO-LUMO gap (spin up / spin down) (eV): 5.23 / 5.10
Maximum force (eV Å⁻¹): 0.95
Energy relative to the best compared isomer or geometry (same formula, charge and spin) (kJ/mol): 149.5
Total charge: +1
<S²>: 6.054
HOMO (spin up / spin down) (eV): -8.85 / -10.76
LUMO (spin up / spin down) (eV): -3.62 / -5.66

(3)
Computed, not measured: C30H23BrN5O5Sn as an isolated structure, with the ωB97M-V functional and the def2-TZVPD basis.

Geometry as XYZ:
```
65
Properties=species:S:1:pos:R:3:mulliken_charge:R:1
Sn 0.66 -0.09 0.09 0.96
O -6.06 0.61 -4.48 -0.60
N -5.33 1.32 -3.83 1.04
O -5.48 2.52 -3.70 -0.60
C -4.19 0.67 -3.16 -0.50
C -4.21 -0.68 -3.15 -0.57
C -3.19 -1.43 -2.49 1.21
C -3.17 -2.84 -2.49 -0.55
C -2.16 -3.49 -1.84 -0.91
C -1.18 -2.74 -1.19 -0.15
N -1.19 -1.42 -1.18 0.00
C -2.17 -0.76 -1.82 -0.36
C -2.13 0.68 -1.84 -0.42
N -1.09 1.27 -1.20 0.06
C -0.97 2.58 -1.24 -0.14
C -1.88 3.40 -1.91 -1.08
C -2.95 2.82 -2.55 -0.43
C -3.12 1.42 -2.52 0.78
H -5.02 -1.19 -3.64 0.56
H -3.95 -3.39 -3.01 0.49
H -2.11 -4.57 -1.83 0.42
H -0.36 -3.22 -0.68 0.49
H -0.11 3.00 -0.73 0.63
H -1.74 4.47 -1.94 0.43
H -3.65 3.44 -3.08 0.55
C -1.62 2.08 6.45 -1.05
N -0.94 2.15 5.18 0.10
N -0.33 1.05 4.59 0.49
C -0.07 1.34 3.27 0.70
O 0.53 0.54 2.50 -0.74
C -0.57 2.65 3.05 -1.27
C -1.10 3.09 4.23 0.75
C -1.79 4.37 4.55 -1.48
C 0.21 -0.01 5.37 -0.11
C -0.12 -1.32 5.06 -0.42
C 0.41 -2.35 5.82 -0.66
C 1.25 -2.07 6.88 -0.42
C 1.58 -0.76 7.18 -0.70
C 1.07 0.28 6.42 0.20
H -1.50 1.09 6.88 0.40
H -2.69 2.27 6.32 0.38
H -1.22 2.82 7.15 0.34
H -0.50 3.17 2.11 0.39
H -1.71 5.06 3.71 0.36
H -1.35 4.85 5.42 0.33
H -2.85 4.21 4.75 0.33
H -0.79 -1.51 4.23 0.45
H 0.16 -3.38 5.57 0.37
H 1.65 -2.88 7.48 0.41
H 2.25 -0.55 8.01 0.38
H 1.35 1.30 6.63 0.48
Br 7.09 -3.10 -2.73 -0.18
C 6.24 -1.43 -2.44 -0.06
C 6.98 -0.26 -2.58 -0.35
C 6.36 0.96 -2.37 -0.60
C 5.03 1.01 -2.01 -0.39
C 4.30 -0.16 -1.86 0.15
C 4.91 -1.40 -2.08 -0.32
C 2.88 -0.13 -1.42 1.20
O 2.32 0.98 -1.18 -0.76
O 2.25 -1.22 -1.24 -0.75
H 8.03 -0.32 -2.85 0.41
H 6.93 1.87 -2.49 0.40
H 4.53 1.96 -1.84 0.40
H 4.34 -2.30 -1.97 0.50
```

## Properties
Energy (hartree): -4595.0918
HOMO-LUMO gap (eV): 7.09
Maximum force (eV Å⁻¹): 0.59
Energy relative to the best compared isomer or geometry (same formula, charge and spin) (kJ/mol): 114.6
Total charge: +1
HOMO (eV): -10.85
LUMO (eV): -3.75

(4)
Computed, not measured: C30H23Cl2N6O10S2W as an isolated structure, with the ωB97M-V functional and the def2-TZVPD basis.

Geometry as XYZ:
```
74
Properties=species:S:1:pos:R:3:mulliken_charge:R:1
W -0.28 -0.69 0.72 1.86
O 0.01 -0.83 4.74 -0.56
C -0.41 -0.97 3.64 0.19
O 0.34 -0.62 2.52 -0.72
C -1.70 -1.56 3.19 0.28
C -2.47 -2.44 3.83 -0.40
C -3.50 -3.16 3.09 -0.82
C -3.62 -3.15 1.76 -0.45
C -2.78 -2.24 1.05 -0.69
C -1.99 -1.28 1.79 1.28
O -1.97 0.02 1.35 -0.34
N -2.52 -2.31 -0.25 1.00
O -1.36 -1.60 -0.61 -0.53
O -3.06 -2.93 -1.12 -0.74
N -4.35 -4.10 3.86 1.01
O -4.21 -4.11 5.06 -0.59
O -5.12 -4.79 3.23 -0.61
H -2.33 -2.65 4.89 0.63
H -4.27 -3.85 1.26 0.63
N 1.64 -1.89 -6.53 -0.46
C 1.92 -1.67 -5.22 1.16
C 0.92 -1.17 -4.36 -1.06
C 1.21 -0.93 -3.03 -0.12
C 2.48 -1.20 -2.53 0.13
C 3.47 -1.71 -3.36 -0.63
C 3.19 -1.94 -4.69 -0.85
S 2.90 -0.79 -0.90 0.89
O 2.88 0.64 -0.77 -0.42
O 4.05 -1.51 -0.46 -0.68
N 1.58 -1.30 0.04 -0.49
C 1.30 -2.66 0.06 0.62
N 0.26 -2.88 0.88 -0.15
C -0.18 -4.15 0.94 0.19
C 0.44 -5.15 0.23 -0.98
C 1.49 -4.78 -0.61 -0.39
N 1.92 -3.53 -0.71 -0.38
H 0.75 -1.67 -6.92 0.19
H 2.36 -2.20 -7.16 0.19
H -0.07 -0.97 -4.74 0.36
H 0.44 -0.51 -2.39 0.13
H 4.45 -1.92 -2.96 0.52
H 3.96 -2.32 -5.35 0.33
H -1.02 -4.34 1.60 0.41
H 0.11 -6.17 0.32 0.46
H 1.98 -5.51 -1.24 0.45
Cl -2.06 1.24 -1.52 0.01
C -3.55 1.88 -0.80 -0.44
Cl -3.23 2.99 0.53 -0.12
H -4.12 1.04 -0.42 0.19
H -4.08 2.41 -1.58 0.46
O 0.31 1.19 0.49 0.55
S 1.48 2.15 0.94 0.33
C 1.49 3.32 -0.39 0.29
C 2.70 3.62 -0.98 -0.17
C 2.72 4.50 -2.05 -0.75
C 1.54 5.06 -2.51 -0.49
C 0.33 4.75 -1.90 -0.81
C 0.29 3.88 -0.83 -0.04
C 0.63 3.19 2.13 0.55
C 1.14 4.46 2.37 -0.79
C 0.57 5.24 3.36 -0.69
C -0.50 4.75 4.10 -0.61
C -1.00 3.48 3.85 -0.91
C -0.43 2.68 2.87 -0.28
H 3.61 3.15 -0.62 0.47
H 3.66 4.74 -2.53 0.45
H 1.56 5.74 -3.35 0.42
H -0.59 5.20 -2.25 0.46
H -0.64 3.64 -0.33 0.38
H 1.97 4.84 1.79 0.48
H 0.96 6.23 3.55 0.42
H -0.94 5.36 4.88 0.40
H -1.84 3.11 4.43 0.48
H -0.82 1.70 2.67 0.92
```

## Properties
Energy (hartree): -4021.4368
HOMO-LUMO gap (spin up / spin down) (eV): 5.98 / 5.98
Maximum force (eV Å⁻¹): 2.00
Energy relative to the best compared isomer or geometry (same formula, charge and spin) (kJ/mol): 82.2
Total charge: +1
HOMO (spin up / spin down) (eV): -10.70 / -10.70
LUMO (spin up / spin down) (eV): -4.72 / -4.72

(5)
Computed, not measured: C30H23Cl3NOP2Pd as an isolated structure, with the ωB97M-V functional and the def2-TZVPD basis.

Geometry as XYZ:
```
61
Properties=species:S:1:pos:R:3:mulliken_charge:R:1
Pd -0.67 -0.90 -0.70 -0.39
N 1.45 -0.18 1.16 -0.29
P 1.51 -0.42 -0.52 1.44
C 2.10 1.02 -1.38 0.36
C 3.31 1.60 -0.98 -0.25
C 3.77 2.73 -1.63 -0.76
C 3.03 3.28 -2.67 -0.44
C 1.83 2.70 -3.07 -0.62
C 1.35 1.57 -2.42 -0.03
C 2.66 -1.76 -0.81 0.73
C 2.92 -2.71 0.18 -0.49
C 3.80 -3.75 -0.09 -0.77
C 4.41 -3.85 -1.33 -0.48
C 4.14 -2.90 -2.32 -0.67
C 3.27 -1.86 -2.06 -0.66
P -0.20 -0.42 1.42 0.83
C -0.48 -1.49 2.82 0.72
C -0.14 -2.84 2.70 -0.68
C -0.32 -3.69 3.78 -0.83
C -0.84 -3.19 4.97 -0.47
C -1.19 -1.85 5.09 -0.73
C -1.01 -1.00 4.01 -0.29
C -1.00 1.16 1.67 0.67
C -2.40 1.20 1.73 -0.21
C -3.05 2.42 1.77 -0.84
C -2.31 3.60 1.75 -0.51
C -0.93 3.56 1.69 -0.76
C -0.27 2.34 1.64 -0.40
H 2.17 0.11 1.80 0.23
H 3.90 1.16 -0.18 0.40
H 4.70 3.19 -1.33 0.44
H 3.39 4.16 -3.18 0.41
H 1.26 3.13 -3.87 0.41
H 0.40 1.13 -2.69 0.06
H 2.46 -2.63 1.15 0.41
H 4.02 -4.48 0.68 0.43
H 5.09 -4.66 -1.54 0.40
H 4.62 -2.98 -3.29 0.41
H 3.07 -1.11 -2.82 0.44
H 0.23 -3.23 1.76 0.45
H -0.06 -4.73 3.70 0.42
H -0.98 -3.86 5.81 0.41
H -1.60 -1.48 6.01 0.42
H -1.28 0.05 4.10 0.41
H -2.97 0.28 1.74 0.56
H -4.13 2.45 1.81 0.43
H -2.82 4.55 1.77 0.43
H -0.36 4.48 1.67 0.44
H 0.81 2.32 1.56 0.40
Cl -6.88 1.64 -2.61 -0.21
C -5.24 1.09 -2.60 0.39
C -4.86 0.10 -1.71 -1.01
C -3.53 -0.30 -1.73 0.70
Cl -3.00 -1.54 -0.59 -0.16
C -2.55 0.20 -2.59 0.15
O -1.30 -0.19 -2.56 -0.98
C -3.01 1.19 -3.47 0.64
Cl -1.86 1.90 -4.55 -0.20
C -4.32 1.63 -3.48 -0.79
H -5.56 -0.34 -1.02 0.46
H -4.62 2.40 -4.17 0.45
```

## Properties
Energy (hartree): -3478.0298
HOMO-LUMO gap (eV): 6.33
Maximum force (eV Å⁻¹): 0.62
Energy relative to the best compared isomer or geometry (same formula, charge and spin) (kJ/mol): 0.0
Total charge: +1
HOMO (eV): -10.20
LUMO (eV): -3.87

(6)
Computed, not measured: C30H23F5N4O4PS2Tc as an isolated structure, with the ωB97M-V functional and the def2-TZVPD basis.

Geometry as XYZ:
```
70
Properties=species:S:1:pos:R:3:mulliken_spin:R:1
Tc 1.03 -0.33 1.50 2.99
O -2.41 -2.39 2.88 0.01
C -1.59 -1.83 2.18 0.04
O -0.39 -1.51 2.58 0.03
C -1.93 -1.49 0.73 -0.05
P -0.39 -1.34 -0.24 -0.10
C -0.82 -0.82 -1.91 0.04
C -2.14 -0.83 -2.36 0.00
C -2.44 -0.44 -3.66 0.00
C -1.43 -0.06 -4.52 0.00
C -0.11 -0.07 -4.09 0.00
C 0.19 -0.44 -2.79 0.00
C 0.03 -3.12 -0.50 0.01
C 0.39 -3.91 0.60 0.02
C 0.72 -5.25 0.44 0.02
C 0.71 -5.82 -0.83 0.00
C 0.37 -5.05 -1.92 0.00
C 0.02 -3.71 -1.76 0.01
H -2.45 -0.52 0.68 0.01
H -2.60 -2.26 0.34 0.00
H -2.94 -1.11 -1.69 0.00
H -3.47 -0.42 -3.99 0.00
H -1.67 0.26 -5.53 0.00
H 0.69 0.25 -4.75 0.00
H 1.22 -0.39 -2.44 0.00
H 0.40 -3.47 1.59 -0.02
H 0.98 -5.84 1.31 0.00
H 0.97 -6.86 -0.95 0.00
H 0.35 -5.49 -2.91 0.00
H -0.25 -3.13 -2.63 0.00
S 2.73 -1.07 5.76 0.00
C 2.96 0.58 5.35 0.00
C 2.54 0.81 4.09 0.02
N 2.05 -0.31 3.45 0.04
C 2.09 -1.36 4.23 0.00
H 3.37 1.29 6.05 0.00
H 2.55 1.76 3.59 -0.01
H 1.70 -2.31 3.93 0.00
N -1.88 2.33 2.31 0.00
C -0.55 2.46 2.52 0.00
O 0.15 1.41 2.62 0.05
C -0.01 3.76 2.72 0.01
C 1.36 3.91 2.99 0.00
N 2.49 4.01 3.22 0.00
C -0.85 4.89 2.60 0.00
N -1.60 5.76 2.49 0.00
H -2.18 1.42 2.03 0.00
H -2.41 3.12 1.99 0.00
C 3.41 -1.84 -0.33 -0.07
O 3.54 -0.42 -0.20 -0.03
C 2.65 0.24 0.52 -0.16
C 3.09 1.67 0.64 0.02
H 4.07 -2.32 0.39 0.00
H 3.71 -2.10 -1.35 0.00
H 2.38 -2.15 -0.16 0.05
H 3.35 2.07 -0.34 0.00
H 3.98 1.67 1.28 0.00
H 2.33 2.30 1.09 -0.02
F -4.48 3.87 -3.93 0.00
C -3.44 3.44 -3.18 0.00
C -2.17 3.94 -3.40 0.00
F -1.97 4.85 -4.37 0.00
C -1.11 3.49 -2.63 -0.02
F 0.10 4.00 -2.92 0.00
C -1.24 2.54 -1.61 0.03
S 0.12 1.94 -0.71 0.06
C -2.55 2.08 -1.43 0.01
F -2.83 1.14 -0.50 0.00
C -3.63 2.50 -2.19 0.00
F -4.86 2.00 -1.97 0.00
```

## Properties
Energy (hartree): -3394.9065
Spin multiplicity: 4
HOMO-LUMO gap (spin up / spin down) (eV): 6.48 / 6.41
Maximum force (eV Å⁻¹): 0.49
Energy relative to the best compared isomer or geometry (same formula, charge and spin) (kJ/mol): 0.0
Total charge: -1
<S²>: 3.810
HOMO (spin up / spin down) (eV): -4.47 / -4.43
LUMO (spin up / spin down) (eV): 2.01 / 1.97